Record 1
ORCA calculation (ωB97M-V with the def2-TZVPD basis set) on C26H33F2FeN2O3PS4 as an isolated structure.

Atoms and positions in Å:
Fe1 -0.0677 0.0747 0.6920
C1 4.1981 4.6573 1.3050
C2 2.8319 4.1039 0.9691
O1 2.9547 2.6880 0.7557
P1 2.0243 1.9679 -0.3444
S1 2.3191 0.0145 -0.2210
S2 0.1139 2.4768 -0.1436
O2 2.5333 2.5954 -1.7372
C3 3.8668 2.2996 -2.1894
C4 4.2869 3.3918 -3.1472
H1 4.1349 5.7328 1.4756
H2 4.8955 4.4782 0.4857
H3 4.5913 4.1840 2.2046
H4 2.4239 4.5795 0.0742
H5 2.1245 4.2519 1.7869
H6 3.8521 1.3214 -2.6734
H7 4.5427 2.2431 -1.3324
H8 3.6009 3.4448 -3.9925
H9 5.2898 3.1887 -3.5259
H10 4.2956 4.3603 -2.6464
N1 -3.1761 2.2739 -0.7344
C5 -2.8844 1.8051 0.4942
S3 -2.6708 0.1399 0.6999
N2 -2.7714 2.7182 1.4640
C6 -2.4584 2.5318 2.8303
C7 -2.8879 1.4219 3.5454
C8 -2.5540 1.3122 4.8866
C9 -1.8154 2.2981 5.5176
C10 -1.4024 3.4114 4.8005
C11 -1.7192 3.5296 3.4586
H11 -3.0619 1.6069 -1.4830
H12 -2.9934 3.2414 -0.9599
H13 -2.7614 3.6821 1.1694
H14 -3.4484 0.6389 3.0549
H15 -2.8701 0.4345 5.4364
H16 -1.5558 2.1971 6.5634
H17 -0.8188 4.1858 5.2819
H18 -1.3702 4.3817 2.8861
O3 -0.2838 -1.8154 -0.3235
S4 -1.3880 -2.7845 -0.0049
C12 -0.5249 -4.1823 0.8145
C13 0.5889 -4.7628 0.0081
C14 1.7744 -4.0505 -0.1684
C15 2.7847 -4.5727 -0.9610
C16 2.6252 -5.8053 -1.5784
C17 1.4507 -6.5202 -1.4013
C18 0.4359 -5.9988 -0.6139
C19 -1.7466 -3.5291 -1.6561
C20 -2.3681 -2.4614 -2.5140
C21 -1.5627 -1.5364 -3.1740
C22 -2.1368 -0.5074 -3.9053
C23 -3.5200 -0.4000 -3.9861
C24 -4.3263 -1.3153 -3.3254
C25 -3.7510 -2.3398 -2.5915
H19 -1.2936 -4.9160 1.0671
H20 -0.1779 -3.7296 1.7460
H21 1.8957 -3.0856 0.3068
H22 3.7005 -4.0112 -1.0965
H23 3.4185 -6.2108 -2.1936
H24 1.3232 -7.4850 -1.8763
H25 -0.4827 -6.5593 -0.4763
H26 -2.4126 -4.3813 -1.5156
H27 -0.7960 -3.8766 -2.0566
H28 -0.4857 -1.6121 -3.0936
H29 -1.5025 0.2076 -4.4137
H30 -3.9707 0.3958 -4.5688
H31 -5.4042 -1.2299 -3.3799
H32 -4.3831 -3.0487 -2.0683
F1 -0.6823 -1.2682 3.3407
C26 0.2859 -0.5078 2.6805
F2 0.0802 0.8098 3.1305
H33 1.2435 -0.7745 3.1411

Lowest unoccupied orbital energy (alpha / beta) in eV: 0.4 / 0.4
2S+1: 5
Charge: 0
ΔE to the lowest compared entry with this formula, charge and spin in kJ/mol: 43.65
Kohn-Sham gap (alpha / beta) in eV: 7.439 / 8.294
HOMO energy (alpha / beta) in eV: -7.022 / -7.879



Record 2
ORCA calculation (ωB97M-V with the def2-TZVPD basis set) on a 2-piece molecular cluster, C26H33F2N4O4S2Si overall at a distorted geometry.

Atoms and positions in Å:
C1 -0.5086 4.0291 -0.9937
C2 -1.5497 2.9983 -0.2376
C3 -2.5745 2.1047 -1.1832
C4 -3.6293 1.0237 -0.5196
C5 -4.6041 0.1518 -1.5518
O1 -5.9181 0.3917 -1.6387
O2 -3.8836 -0.8864 -2.3604
C6 -3.8409 -0.4671 -3.7699
F1 -4.1081 0.9777 -3.9757
F2 -4.9284 -1.2272 -4.4836
C7 -2.4418 -0.8151 -4.5555
C8 -1.1111 -0.8853 -3.5988
Si1 0.5136 -1.2178 -4.6433
C9 1.2630 -2.9841 -4.2260
C10 0.1360 -1.2522 -6.5704
C11 1.9439 0.0421 -4.2103
C12 1.7335 1.4305 -3.3488
C13 2.9930 2.4339 -2.9902
C14 4.5226 2.0436 -3.5111
C15 4.7632 0.6747 -4.3842
C16 3.4835 -0.3270 -4.7485
C17 -3.6153 0.8553 1.1115
C18 -2.5519 1.7869 1.9625
C19 -2.3688 1.7115 3.6189
C20 -0.7831 1.4011 3.8961
C21 -0.1873 0.0803 3.1291
S1 -0.7587 -1.5658 3.8240
C22 0.4218 -2.9353 3.2979
S2 -0.1601 -4.2496 2.3460
N1 1.9003 -2.9343 3.7265
C23 2.3630 -3.1282 5.1629
C24 4.0181 -3.0760 4.9869
N2 4.4450 -2.8333 3.5279
C25 3.0927 -2.7417 2.8112
N3 -1.6071 2.7807 1.2585
H1 -1.0684 4.4717 -1.9252
H2 -0.0863 4.8645 -0.2737
H3 0.3950 3.3583 -1.3921
H4 -2.5561 2.2029 -2.3492
H5 -2.5801 -1.8415 -5.1371
H6 -2.2486 0.0773 -5.3244
H7 -1.2229 -1.7726 -2.8190
H8 -0.9013 0.0887 -2.9760
H9 0.4878 -3.8475 -4.3781
H10 2.1780 -3.1091 -4.9787
H11 1.7140 -2.9397 -3.1245
H12 -0.6185 -2.1646 -6.7101
H13 -0.3113 -0.2298 -6.9479
H14 1.1064 -1.4626 -7.2082
H15 0.6547 1.6959 -2.9670
H16 2.7336 3.4008 -2.3649
H17 5.4124 2.7657 -3.2331
H18 5.8827 0.4495 -4.7127
H19 3.7163 -1.2991 -5.4006
H20 -4.3313 0.0994 1.6628
H21 -2.9844 0.7793 3.9675
H22 -2.7219 2.7050 4.1475
H23 -0.6630 1.1989 5.0634
H24 -0.1136 2.3524 3.6376
H25 -0.3699 0.0483 1.9737
H26 0.9976 0.1237 3.2684
H27 1.7287 -3.3031 6.1329
H28 4.7249 -3.2234 5.9181
H29 2.9477 -2.5626 1.6499
H30 -0.9351 3.3493 1.8484
C26 0.4790 -0.3220 8.7835
N4 0.2222 0.5215 7.5852
O3 -0.5116 1.5057 7.7324
O4 0.7647 0.1718 6.5304
H31 -0.0581 0.1011 9.6351
H32 0.1182 -1.3284 8.5615
H33 1.5556 -0.3171 8.9654

Lowest unoccupied orbital energy in eV: -5.1
2S+1: 1
Charge: +1
ΔE to the lowest compared entry with this formula, charge and spin in kJ/mol: 2575.65
Kohn-Sham gap in eV: 5.099
HOMO energy in eV: -10.172



Record 3
ORCA calculation (ωB97M-V with the def2-TZVPD basis set) on C26H33FN4O3 in the gas phase.

Atoms and positions in Å:
C1 3.5753 -0.6996 -3.6827
C2 3.5067 0.6520 -2.9656
C3 2.6136 1.6217 -3.7366
C4 4.9110 1.2374 -2.8002
N1 2.8975 0.4756 -1.6483
C5 3.3757 -0.2959 -0.6731
O1 4.4171 -0.9277 -0.7040
C6 2.4839 -0.3431 0.5981
C7 2.1321 1.0336 1.1164
C8 0.9584 1.2722 1.8211
C9 0.6742 2.5304 2.3196
C10 1.5857 3.5491 2.1187
F1 1.3146 4.7806 2.6024
C11 2.7734 3.3371 1.4438
C12 3.0393 2.0749 0.9472
N2 1.3199 -1.2091 0.3986
C13 0.2845 -0.7576 -0.3390
O2 0.3121 0.3391 -0.8869
C14 -0.9440 -1.6488 -0.4664
C15 -2.0702 -0.9350 -1.2132
C16 -3.3345 -0.8597 -0.3720
O3 -3.4094 -1.2764 0.7620
N3 -4.3642 -0.2705 -1.0446
C17 -5.6674 -0.0274 -0.6235
C18 -6.1548 -0.3640 0.6386
C19 -7.4756 -0.0655 0.9168
C20 -8.2577 0.5482 -0.0521
C21 -7.6711 0.8385 -1.2722
N4 -6.4112 0.5601 -1.5558
C22 1.3733 -2.5119 1.0443
C23 1.5509 -2.4234 2.5814
C24 2.8486 -3.1717 2.8986
C25 2.9657 -4.1884 1.7665
C26 2.5375 -3.3885 0.5394
H1 2.5775 -1.1214 -3.7852
H2 4.0098 -0.5807 -4.6714
H3 4.1897 -1.3878 -3.1088
H4 3.0145 1.7903 -4.7324
H5 1.6079 1.2179 -3.8303
H6 2.5562 2.5766 -3.2189
H7 5.5242 0.5622 -2.2103
H8 5.3756 1.3761 -3.7726
H9 4.8604 2.1998 -2.2956
H10 1.9574 0.8402 -1.5152
H11 3.1078 -0.8305 1.3543
H12 0.2454 0.4775 1.9802
H13 -0.2401 2.7239 2.8577
H14 3.4707 4.1494 1.3139
H15 3.9676 1.8954 0.4268
H16 -0.6654 -2.5728 -0.9742
H17 -1.3175 -1.8938 0.5326
H18 -2.3017 -1.4263 -2.1589
H19 -1.7440 0.0870 -1.4352
H20 -4.1995 0.0582 -1.9878
H21 -5.5136 -0.8391 1.3606
H22 -7.8917 -0.3100 1.8832
H23 -9.2907 0.7937 0.1354
H24 -8.2278 1.3167 -2.0674
H25 0.4378 -3.0244 0.8339
H26 1.5749 -1.3916 2.9284
H27 0.7090 -2.9143 3.0699
H28 3.7024 -2.4928 2.8689
H29 2.8226 -3.6393 3.8814
H30 2.2761 -5.0169 1.9375
H31 3.9720 -4.5897 1.6663
H32 3.3664 -2.7707 0.1972
H33 2.2293 -4.0253 -0.2889

SMILES string: CC(C)(C)NC(=O)[C@@H](c1ccc(F)cc1)N(C(=O)CCC(=O)Nc1ccccn1)C1CCCC1
Lowest unoccupied orbital energy in eV: 0.6
2S+1: 1
Charge: 0
ΔE to the lowest compared entry with this formula, charge and spin in kJ/mol: 4.94
Kohn-Sham gap in eV: 9.441
HOMO energy in eV: -8.848



Record 4
ORCA calculation (ωB97M-V with the def2-TZVPD basis set) on C26H33IN3PPd as an isolated structure at a distorted geometry.

Atoms and positions in Å:
Pd1 -0.0269 -0.0789 -0.0530
C1 3.8759 2.3953 0.0063
C2 3.0600 1.2771 -0.3120
N1 1.7670 1.3402 -0.4382
C3 1.1225 2.5898 -0.2825
C4 1.9579 3.7925 -0.0841
C5 3.3122 3.6596 0.1391
C6 1.1262 4.9776 -0.3116
C7 -1.1112 4.9715 -0.3144
C8 -1.9380 3.7807 -0.0903
C9 -3.2902 3.6380 0.1335
C10 -3.8439 2.3661 0.0116
C11 -3.0212 1.2533 -0.2960
N2 -1.7264 1.3288 -0.4334
C12 -1.0923 2.5839 -0.2854
H1 4.9411 2.2490 0.1217
H2 3.5310 0.3098 -0.4440
H3 3.9410 4.5176 0.3383
H4 1.6823 5.8781 -0.5637
H5 -1.6728 5.8671 -0.5708
H6 -3.9274 4.4911 0.3288
H7 -4.9101 2.2144 0.1217
H8 -3.4850 0.2808 -0.4202
I1 0.0104 5.4652 -3.2844
C13 0.0099 4.5385 -1.2967
C14 0.0020 5.2846 0.7729
C15 0.0052 4.4388 1.9816
C16 0.0117 3.0982 1.9465
N3 0.0151 2.3471 0.7612
C17 0.0153 2.9901 -1.3007
H9 0.0006 6.3397 1.0388
H10 0.0048 4.9393 2.9403
H11 0.0199 2.5124 2.8564
H12 0.0194 2.5151 -2.2830
C18 2.1840 -3.4939 -1.2583
C19 1.3808 -3.7020 0.0034
C20 2.1905 -3.4979 1.2610
P1 -0.0969 -2.4728 -0.0279
C21 -1.1346 -2.8085 1.5176
C22 -0.6540 -1.8606 2.6145
C23 -1.2295 -4.2596 1.9357
C24 -1.1455 -2.8032 -1.5592
C25 -1.2610 -4.2621 -1.9494
C26 -0.6753 -1.8860 -2.6884
H13 2.9946 -4.2309 -1.2762
H14 2.6532 -2.5105 -1.2942
H15 1.6152 -3.6684 -2.1684
H16 0.8833 -4.6808 0.0077
H17 2.6706 -2.5199 1.2958
H18 2.9950 -4.2421 1.2763
H19 1.6308 -3.6718 2.1772
H20 -2.1360 -2.4807 1.1946
H21 0.3097 -2.1602 3.0249
H22 -1.3575 -1.8679 3.4475
H23 -0.5768 -0.8142 2.2419
H24 -0.2998 -4.6599 2.3373
H25 -1.5868 -4.9020 1.1339
H26 -1.9562 -4.3496 2.7494
H27 -2.1405 -2.4556 -1.2361
H28 -0.3307 -4.6823 -2.3277
H29 -1.9812 -4.3528 -2.7675
H30 -1.6326 -4.8817 -1.1364
H31 0.2943 -2.1847 -3.0844
H32 -0.6162 -0.8283 -2.3581
H33 -1.3765 -1.9404 -3.5209

Lowest unoccupied orbital energy (alpha / beta) in eV: -15.2 / -16.5
2S+1: 5
Charge: +4
ΔE to the lowest compared entry with this formula, charge and spin in kJ/mol: 628.50
Kohn-Sham gap (alpha / beta) in eV: 4.826 / 3.943
HOMO energy (alpha / beta) in eV: -20.037 / -20.488



Record 5
ORCA calculation (ωB97M-V with the def2-TZVPD basis set) on C26H33N5O3 in the gas phase.

Atoms and positions in Å:
C1 3.1278 6.0749 2.9219
O1 4.1722 5.2051 2.5620
C2 3.8669 3.9388 2.1642
C3 4.9461 3.1317 1.8130
C4 4.7247 1.8424 1.3808
C5 3.4407 1.3164 1.2922
N1 3.2694 -0.0058 0.8688
C6 2.4001 -0.4964 -0.0553
C7 1.5773 0.3449 -0.8498
C8 0.7246 -0.2184 -1.7568
C9 -0.2266 0.6871 -2.4816
O2 0.1128 1.7274 -3.0130
N2 -1.4971 0.2353 -2.4429
C10 -2.6324 1.0008 -2.8946
C11 -3.6362 1.2096 -1.7585
C12 -4.1871 -0.1144 -1.2169
N3 -3.1536 -0.9469 -0.6134
C13 -2.7661 -0.4987 0.7127
C14 -1.5640 -1.3001 1.1994
N4 -1.9023 -2.7095 1.2522
C15 -0.8039 -3.4973 1.7702
C16 -2.3101 -3.1608 -0.0652
C17 -3.5113 -2.3529 -0.5470
C18 0.7420 -1.6301 -1.9496
C19 -0.0021 -2.3087 -2.9321
C20 0.0794 -3.6711 -3.0540
C21 0.9068 -4.4123 -2.1994
C22 1.6643 -3.7818 -1.2518
C23 1.6151 -2.3786 -1.1116
N5 2.4003 -1.8079 -0.1801
C24 2.3558 2.1121 1.6974
O3 1.1266 1.5172 1.6853
C25 0.0031 2.2803 2.0420
C26 2.5769 3.4215 2.1073
H1 3.6068 7.0179 3.1805
H2 2.5741 5.7036 3.7910
H3 2.4349 6.2397 2.0902
H4 5.9415 3.5382 1.8781
H5 5.5596 1.2194 1.0973
H6 3.9250 -0.6911 1.2169
H7 1.6219 1.4158 -0.7453
H8 -1.7525 -0.5362 -1.8275
H9 -2.2611 1.9593 -3.2676
H10 -3.1213 0.4695 -3.7209
H11 -4.4734 1.8022 -2.1311
H12 -3.1576 1.7755 -0.9584
H13 -4.9994 0.0940 -0.4997
H14 -4.6173 -0.6749 -2.0516
H15 -2.5003 0.5590 0.6675
H16 -3.5975 -0.6222 1.4283
H17 -1.2903 -0.9744 2.2060
H18 -0.7039 -1.1119 0.5328
H19 0.1025 -3.4168 1.1523
H20 -1.1074 -4.5421 1.8144
H21 -0.5709 -3.1573 2.7782
H22 -2.5875 -4.2155 0.0009
H23 -1.4901 -3.0627 -0.7974
H24 -3.7975 -2.6938 -1.5451
H25 -4.3580 -2.5193 0.1400
H26 -0.6263 -1.7405 -3.6054
H27 -0.4937 -4.1814 -3.8142
H28 0.9511 -5.4867 -2.3042
H29 2.3249 -4.3297 -0.5979
H30 -0.1444 3.1247 1.3601
H31 -0.8453 1.6025 1.9639
H32 0.0728 2.6487 3.0711
H33 1.7406 4.0329 2.4007

SMILES string: COc1ccc(Nc2cc(C(=O)NCCCN3CCN(C)CC3)c3ccccc3n2)c(OC)c1
Lowest unoccupied orbital energy in eV: 0.5
2S+1: 1
Charge: 0
ΔE to the lowest compared entry with this formula, charge and spin in kJ/mol: 218.63
Kohn-Sham gap in eV: 7.987
HOMO energy in eV: -7.518



Record 6
ORCA calculation (ωB97M-V with the def2-TZVPD basis set) on a 2-piece molecular cluster, C26H33N5O4 overall at a distorted geometry.

Atoms and positions in Å:
C1 -6.0884 0.4670 1.6112
N1 -5.0582 0.7597 2.5930
C2 -5.3792 1.9146 3.4154
C3 -3.7250 0.4142 2.2938
C4 -3.1133 0.8829 1.1095
C5 -1.8144 0.5137 0.7884
C6 -1.0810 -0.3586 1.6115
C7 0.3251 -0.6807 1.3246
C8 1.4002 0.0355 1.7669
C9 2.7304 -0.5987 1.7244
O1 2.9028 -1.7447 1.2965
N2 3.8084 0.1662 2.1891
C10 5.1121 -0.4599 2.2645
C11 3.7785 1.5732 2.2767
O2 4.7894 2.2651 2.4178
N3 2.5070 2.1620 2.2004
C12 2.5043 3.5770 2.4803
C13 1.2924 1.4368 2.2547
O3 0.2599 1.9751 2.6383
C14 -1.7612 -0.9665 2.6947
C15 -3.0092 -0.5220 3.0962
H1 -5.8918 -0.4811 1.0964
H2 -7.0411 0.3965 2.1412
H3 -6.1639 1.2734 0.8687
H4 -4.5999 2.0678 4.1704
H5 -5.4692 2.8156 2.7858
H6 -6.3463 1.7227 3.8948
H7 -3.6728 1.5796 0.4750
H8 -1.3391 0.9135 -0.1071
H9 0.5402 -1.6320 0.8269
H10 5.8238 0.3330 2.4885
H11 5.1094 -1.2114 3.0612
H12 5.3645 -0.9397 1.3148
H13 1.4775 3.9190 2.5221
H14 3.0174 3.7658 3.4246
H15 3.0604 4.0795 1.6891
H16 -1.2562 -1.7630 3.2472
H17 -3.4790 -0.8907 4.0146
C16 -2.1135 -2.5631 -4.6160
C17 -2.2212 -1.5968 -3.4551
N4 -1.0050 -0.8347 -3.0808
C18 -0.7736 0.3622 -3.9052
C19 -1.1902 1.6786 -3.2651
C20 -0.0378 -1.4182 -2.2505
C21 1.0447 -0.6353 -1.6843
N5 2.3677 -1.0413 -1.7102
C22 2.7201 -2.3576 -1.9599
C23 4.0294 -2.7732 -1.8424
C24 5.0172 -1.8776 -1.4230
C25 4.6636 -0.5286 -1.2575
C26 3.3713 -0.1176 -1.4476
O4 -0.1457 -2.6309 -1.9565
H18 -3.0338 -3.1482 -4.6805
H19 -1.9986 -2.0368 -5.5671
H20 -1.2955 -3.2739 -4.4957
H21 -2.9469 -0.8191 -3.7290
H22 -2.5592 -2.1246 -2.5611
H23 0.3006 0.3974 -4.1505
H24 -1.3317 0.2031 -4.8450
H25 -1.1513 2.4572 -4.0366
H26 -2.2120 1.6274 -2.8669
H27 -0.4952 1.9253 -2.4572
H28 0.8955 0.3698 -1.2858
H29 1.8967 -3.0617 -2.0968
H30 4.2672 -3.8244 -2.0209
H31 6.0141 -2.2258 -1.1402
H32 5.3877 0.2100 -0.9042
H33 3.0209 0.8971 -1.2706

Lowest unoccupied orbital energy in eV: -0.5
2S+1: 1
Charge: 0
ΔE to the lowest compared entry with this formula, charge and spin in kJ/mol: 335.89
Kohn-Sham gap in eV: 6.445
HOMO energy in eV: -6.901



Record 7
ORCA calculation (ωB97M-V with the def2-TZVPD basis set) on C26H34AsN2O2SV as an isolated structure.

Atoms and positions in Å:
V1 0.9711 -0.6398 -0.4395
S1 -0.5776 -2.4368 -0.5157
C1 -2.1693 -1.8944 0.0678
C2 -3.2125 -2.8359 0.0980
C3 -4.4899 -2.4949 0.4893
C4 -4.7976 -1.1876 0.8656
C5 -3.7879 -0.2442 0.8508
C6 -2.4896 -0.5961 0.4759
As1 -1.0905 0.7443 0.5017
C7 -0.9791 1.2220 2.3908
C8 -0.0450 2.1755 2.7841
C9 0.1509 2.4595 4.1284
C10 -0.5731 1.7762 5.0972
C11 -1.4959 0.8143 4.7115
C12 -1.7011 0.5370 3.3626
C13 -2.0433 2.2385 -0.2864
C14 -2.2340 3.4579 0.3487
C15 -2.9023 4.4851 -0.3115
C16 -3.3826 4.2972 -1.5973
C17 -3.1973 3.0732 -2.2296
C18 -2.5281 2.0480 -1.5794
H1 -2.9958 -3.8511 -0.2113
H2 -5.2622 -3.2546 0.4901
H3 -5.8024 -0.9140 1.1587
H4 -4.0069 0.7805 1.1319
H5 0.5541 2.6954 2.0441
H6 0.8785 3.2065 4.4190
H7 -0.4171 1.9922 6.1462
H8 -2.0675 0.2779 5.4586
H9 -2.4162 -0.2230 3.0773
H10 -1.8780 3.6175 1.3588
H11 -3.0505 5.4336 0.1894
H12 -3.9051 5.0973 -2.1050
H13 -3.5777 2.9128 -3.2307
H14 -2.3959 1.0913 -2.0740
N1 2.2852 -2.7869 1.7972
C19 1.6304 -1.7491 2.3304
N2 1.3804 -1.6963 3.6574
O1 1.2738 -0.7941 1.6123
H15 2.4385 -3.6423 2.2998
H16 2.3708 -2.7715 0.7843
H17 1.5093 -2.4851 4.2629
H18 0.7616 -0.9551 3.9460
C20 3.8093 -1.2718 -3.3440
C21 3.5239 -2.0044 -2.0259
C22 4.8611 -2.2592 -1.3259
C23 2.8388 -3.3367 -2.3267
C24 2.6053 -1.1705 -1.1555
H19 4.5440 -1.8114 -3.9479
H20 4.2003 -0.2709 -3.1434
H21 2.9043 -1.1630 -3.9493
H22 5.4978 -2.9153 -1.9268
H23 4.7275 -2.7308 -0.3489
H24 5.4009 -1.3227 -1.1642
H25 3.3963 -3.9041 -3.0791
H26 1.8220 -3.1888 -2.6972
H27 2.7602 -3.9631 -1.4340
H28 3.1464 -0.2738 -0.7272
C25 1.5185 2.1120 -2.4577
C26 0.5649 1.2337 -3.2311
O2 0.2311 0.0062 -2.5550
H29 1.6513 3.0561 -2.9916
H30 2.4980 1.6486 -2.3336
H31 1.1241 2.3461 -1.4653
H32 0.9614 0.9867 -4.2196
H33 -0.3871 1.7440 -3.3775
H34 1.0673 -0.5281 -2.5287

Lowest unoccupied orbital energy (alpha / beta) in eV: 0.5 / 0.5
2S+1: 3
Charge: 0
Kohn-Sham gap (alpha / beta) in eV: 7.130 / 7.531
HOMO energy (alpha / beta) in eV: -6.631 / -7.055